49
Properties=species:S:1:pos:R:3 method="wB97M-V/def2-TZVPD" total_energy_ev=-39402.065 charge=+1 homo_ev=-11.5 fmax_ev_per_a=0.6 lumo_energy_ha=-0.1986
C 1.579 -3.151 -2.620
C 0.263 -2.618 -2.056
C 0.233 -2.485 -0.545
N 1.341 -1.646 0.022
S 1.510 -0.088 -0.480
I 3.520 0.066 -1.742
H 1.744 -2.811 -3.642
H 1.582 -4.242 -2.644
H 2.442 -2.848 -2.024
H -0.045 -1.686 -2.547
H -0.541 -3.321 -2.288
H 0.385 -3.467 -0.096
H -0.724 -2.114 -0.177
H 1.277 -1.591 1.037
H 0.670 -0.133 -1.532
C -4.659 -3.000 3.535
C -4.242 -3.588 2.192
C -2.727 -3.632 1.972
O -2.123 -2.374 1.681
C -1.844 -1.563 2.808
N -4.964 -2.901 1.126
H -4.579 -1.912 3.533
H -5.700 -3.245 3.735
H -4.050 -3.391 4.353
H -4.565 -4.634 2.172
H -2.524 -4.255 1.098
H -2.223 -4.087 2.834
H -1.551 -2.169 3.670
H -2.691 -0.937 3.091
H -1.013 -0.904 2.543
H -4.832 -3.370 0.236
H -4.595 -1.963 1.013
C 3.487 6.053 -0.823
C 3.695 4.638 -1.346
C 2.540 4.092 -2.195
O 1.409 3.660 -1.458
C 0.478 4.676 -1.122
N 4.011 3.753 -0.220
H 2.781 6.066 0.009
H 4.430 6.455 -0.456
H 3.109 6.714 -1.604
H 4.566 4.648 -2.010
H 2.896 3.197 -2.715
H 2.242 4.820 -2.960
H 0.402 5.415 -1.925
H 0.745 5.192 -0.197
H -0.492 4.199 -0.991
H 4.185 2.824 -0.585
H 3.165 3.658 0.336


34
Properties=species:S:1:pos:R:3 method="wB97M-V/def2-TZVPD" total_energy_ev=-41696.154 de_lowest_kcal_mol=8.73 charge=-2 homo_ev=0.6 fmax_ev_per_a=5.3 lumo_energy_ha=0.1555
Li 0.538 0.419 -0.363
Li 2.691 -0.909 -1.940
C 1.913 -1.270 1.259
O 0.518 -1.200 0.930
O 2.453 -0.254 0.360
C 2.281 -1.066 2.846
F 3.495 -0.555 3.113
F 1.590 -0.055 3.408
F 2.127 -2.186 3.655
C -0.434 -1.667 1.900
C -1.801 -1.754 1.163
H -1.894 -0.857 0.550
H -1.835 -2.571 0.443
H -2.601 -1.845 1.898
H -0.473 -1.038 2.790
H -0.156 -2.651 2.278
H 2.223 -2.300 1.081
P 1.616 1.247 -2.454
O 1.373 2.147 -1.197
O 1.314 2.034 -3.668
O 0.992 -0.141 -2.267
O 3.130 0.916 -2.521
O -0.872 1.376 0.820
H -0.483 2.190 1.139
H -1.738 1.348 1.227
O -1.661 3.430 -0.954
H -0.917 2.831 -0.887
H -1.870 3.656 -0.048
C -2.195 0.343 -2.413
O -1.592 -0.934 -2.424
H -2.514 0.579 -3.429
H -3.079 0.342 -1.777
H -1.480 1.111 -2.118
H -0.657 -0.718 -2.400


76
Properties=species:S:1:pos:R:3 method="wB97M-V/def2-TZVPD" total_energy_ev=-226594.444 de_lowest_kcal_mol=23.75 charge=+2 homo_ev=-13.2 fmax_ev_per_a=1.4 lumo_energy_ha=-0.2640
Zr -0.154 -0.908 0.165
C -2.638 -1.942 -1.632
N -1.758 -2.502 -0.571
C -2.615 -2.945 0.562
C -1.058 -3.700 -1.163
C 0.321 -3.393 -1.709
C 0.457 -3.370 -3.101
C 1.687 -3.258 -3.721
C 2.833 -3.169 -2.944
C 2.735 -3.178 -1.564
C 1.496 -3.302 -0.927
H -3.344 -2.708 -1.959
H -2.040 -1.632 -2.490
H -3.203 -1.096 -1.252
H -3.291 -3.733 0.223
H -3.214 -2.105 0.913
H -2.000 -3.311 1.378
H -1.673 -4.080 -1.979
H -1.012 -4.479 -0.410
H -0.433 -3.490 -3.708
H 1.753 -3.272 -4.801
H 3.808 -3.110 -3.408
H 3.639 -3.114 -0.983
C -0.200 4.815 2.510
C 0.464 5.212 1.180
S 0.212 4.104 -0.242
C 1.663 3.026 -0.199
C 1.887 2.258 1.094
S 0.372 1.475 1.708
C 0.742 1.335 3.478
C 0.208 2.554 4.226
S 0.937 4.156 3.781
H -0.999 4.094 2.343
H -0.650 5.706 2.946
H 1.535 5.384 1.297
H 0.041 6.159 0.843
H 2.559 3.612 -0.407
H 1.533 2.349 -1.047
H 2.191 2.941 1.884
H 2.658 1.497 0.967
H 1.819 1.219 3.597
H 0.259 0.425 3.836
H 0.418 2.418 5.288
H -0.876 2.625 4.126
Br -4.771 4.184 0.022
C -3.639 2.707 0.028
C -3.559 1.888 1.145
C -2.670 0.836 1.119
N -1.897 0.565 0.056
C -1.992 1.353 -1.029
C -2.844 2.435 -1.077
C -1.026 1.066 -2.112
C -1.095 1.657 -3.353
C -0.062 1.441 -4.261
Br -0.127 2.225 -5.945
C 1.022 0.655 -3.894
C 1.002 0.061 -2.652
N -0.014 0.219 -1.789
H -4.162 2.075 2.022
H -2.547 0.184 1.975
H -2.873 3.088 -1.935
H -1.920 2.300 -3.622
H 1.858 0.505 -4.562
H 1.818 -0.569 -2.318
F 1.755 -4.094 3.456
C 2.207 -2.952 2.909
C 2.288 -1.674 3.611
F 3.275 -0.841 3.892
C 1.488 -1.702 2.588
F -0.635 -1.257 2.048
C 1.838 -1.725 1.118
O 1.857 -0.732 0.196
C 1.450 -3.217 0.567
F 0.373 -3.846 1.127
C 2.647 -3.042 1.462
F 3.885 -3.357 1.080


10
Properties=species:S:1:pos:R:3 method="wB97M-V/def2-TZVPD" total_energy_ev=-9779.101 de_lowest_kcal_mol=59.61 homo_ev=-8.1 fmax_ev_per_a=0.9 lumo_energy_ha=0.0199 smiles="O=C=C1N=CCO1"
O -2.004 2.743 0.381
C -1.365 1.765 0.355
C -0.678 0.635 0.378
N 0.525 0.489 1.076
C 1.102 -0.496 0.502
C 0.323 -1.029 -0.675
O -0.937 -0.392 -0.515
H 0.767 -0.719 -1.629
H 2.064 -0.882 0.817
H 0.203 -2.114 -0.689


15
Properties=species:S:1:pos:R:3 method="wB97M-V/def2-TZVPD" total_energy_ev=-215424.287 de_lowest_kcal_mol=0.00 homo_ev=-9.3 fmax_ev_per_a=4.3 lumo_energy_ha=0.0186
C 0.970 -0.190 0.014
C -0.059 0.770 0.547
C 0.326 0.685 -1.052
C 0.714 -1.688 -0.196
C -1.440 0.443 0.904
Br 0.623 2.294 1.518
Br 1.372 2.082 -1.830
Br -1.050 0.025 -2.159
H 1.933 0.213 0.090
H 1.587 -1.961 -0.755
H -0.225 -1.804 -0.783
H 0.624 -2.166 0.798
H -1.759 -0.425 0.408
H -2.034 1.430 0.599
H -1.581 0.292 1.896


34
Properties=species:S:1:pos:R:3 method="wB97M-V/def2-TZVPD" total_energy_ev=-34336.556 charge=+1 homo_ev=-11.6 fmax_ev_per_a=3.9 lumo_energy_ha=-0.2108
C -1.230 -2.410 1.502
C -0.112 -1.911 1.402
C 1.331 -1.501 1.094
C 1.809 -0.740 -0.138
C 3.251 -0.517 -0.211
N 4.238 -0.869 0.632
N 3.728 -1.478 1.682
C 2.460 -1.803 1.976
C 2.170 -2.573 3.312
C 2.441 -1.629 4.559
O 3.094 -1.941 5.490
Cl 1.658 0.021 4.527
H -2.145 -3.043 1.507
H 1.138 -0.373 -0.950
H 3.612 0.041 -1.118
H 4.438 -1.742 2.384
H 2.801 -3.508 3.376
H 1.104 -2.925 3.385
C -0.485 2.492 -1.483
O -0.834 1.289 -2.151
C -1.889 0.604 -1.503
C -3.225 0.787 -2.205
O -3.683 2.128 -2.096
C -3.486 2.869 -3.293
H 0.195 3.055 -2.123
H -1.360 3.112 -1.277
H 0.028 2.257 -0.543
H -1.957 0.908 -0.452
H -1.620 -0.459 -1.521
H -3.970 0.155 -1.711
H -3.162 0.478 -3.253
H -4.197 2.541 -4.056
H -2.466 2.766 -3.669
H -3.671 3.921 -3.073


6
Properties=species:S:1:pos:R:3 method="wB97M-V/def2-TZVPD" total_energy_ev=-31007.373 de_lowest_kcal_mol=16.21 homo_ev=-9.2 fmax_ev_per_a=1.7 lumo_energy_ha=0.0112 smiles="S=[PH2]S"
P 0.329 -0.294 0.164
S -0.402 1.620 0.087
S -1.250 -1.381 -0.242
H 1.377 -0.269 -0.763
H 1.106 -0.397 1.333
H -1.161 0.720 -0.579